Computed, not measured: a 3-piece molecular cluster, C13H20F6N3O5 overall, with wB97M-V/def2-TZVPD.

Results
**E**: -1646.72214 Ha
**Multiplicity**: 1
**Charge**: +1

```
47
Properties=species:S:1:pos:R:3:forces:R:3
H 1.1532 1.4329 2.1350 -0.121 -0.041 -0.009
N 1.2541 1.1221 1.1689 0.150 0.172 -0.160
H -5.0857 -1.4388 3.4430 0.054 0.069 -0.147
O -4.5635 -0.1657 1.4005 0.267 0.029 -0.350
H 4.6086 0.1560 -3.3214 -0.062 0.102 0.134
O 5.0241 2.1721 -2.9830 -0.071 0.079 0.256
C 4.1740 2.2751 -1.9940 0.147 -0.120 -0.311
C -7.1904 -1.1559 3.0118 -0.007 0.087 -0.255
H -0.7224 -0.8335 1.9502 0.385 -0.264 0.085
H -7.0732 -0.1613 2.5823 0.042 0.016 0.065
C 4.8601 1.0512 -3.8880 -0.013 -0.384 -0.451
H -7.9839 -1.6647 2.4647 -0.008 -0.054 0.072
C -4.8845 -1.2209 0.9288 -0.219 -0.072 0.739
C 1.0629 -2.5706 2.5101 -0.340 0.446 -0.167
F 3.4776 3.7842 -0.3200 -0.034 -0.047 0.041
C -5.9017 -1.9424 2.9271 -0.219 0.016 0.472
H 4.0878 2.2744 -5.4798 0.059 -0.052 -0.050
H 2.7217 -1.8763 0.3646 -0.217 -0.238 0.083
F 5.5659 3.2094 -0.3413 -0.054 -0.026 -0.009
F 4.7994 4.5653 -1.8490 -0.055 -0.064 0.077
H -0.8306 1.3084 1.1326 -0.017 0.046 -0.087
H 2.5328 -0.2489 2.1583 -0.236 0.043 0.055
C -0.4209 -0.7516 0.9002 -0.548 0.201 -0.129
H 2.8394 1.4998 -4.5084 -0.001 -0.078 0.006
H -6.0204 -2.9292 3.3679 0.025 -0.068 -0.167
H 3.2315 0.4882 0.7278 -0.100 0.175 -0.004
C 2.3201 0.0570 1.1372 0.663 -0.481 0.091
H -0.1526 0.9736 -0.4347 0.422 -0.162 -0.071
F -5.5690 -2.2677 -1.0958 0.019 -0.002 0.167
H 3.7736 0.5416 -5.6642 0.031 -0.017 0.008
O 3.2596 1.5364 -1.7305 -0.174 -0.100 0.265
N 1.4181 -2.1355 3.5175 0.093 -0.255 -0.037
H 1.5843 1.9379 0.6470 0.032 -0.054 -0.080
C -4.5435 -1.6616 -0.5036 0.006 -0.044 -0.817
C 1.9342 -1.1323 0.2621 0.117 0.602 -0.197
H -7.4945 -1.0494 4.0520 0.018 -0.023 0.015
C 3.8271 1.3598 -4.9479 -0.109 0.230 0.138
F -4.1955 -0.6171 -1.2595 0.011 0.117 0.232
N 0.6145 -1.6874 0.4890 0.048 0.047 -0.596
F -3.4981 -2.5108 -0.5088 -0.029 0.024 0.285
H 1.9699 -0.8172 -0.7847 -0.059 -0.017 0.013
H -1.3130 -0.9684 0.3084 -0.103 0.017 0.153
O -5.5329 -2.1863 1.5501 0.140 -0.090 -0.285
C -0.0833 0.7067 0.6169 -0.452 0.021 0.228
O 0.6079 -2.8554 1.3126 0.350 -0.161 0.599
H 5.8401 0.9013 -4.3333 0.058 0.156 0.098
C 4.5170 3.4953 -1.1187 0.111 0.220 0.005
```
Forces are in eV/Å.

***

Computed, not measured: an isolated ion of composition C5H12NS and charge -1 at a distorted geometry, with wB97M-V/def2-TZVPD.

Results
**E**: -650.65984 Ha
**Multiplicity**: 1
**Charge**: -1

```
19
Properties=species:S:1:pos:R:3:forces:R:3
H 1.1760 1.5661 -2.7274 -0.530 0.459 -0.388
H -2.1026 0.5984 -0.8214 0.067 0.206 -0.101
H 1.6267 -0.9814 1.4760 0.259 -0.063 -0.519
C 0.6014 0.8464 -2.1564 0.712 0.127 0.522
H 0.8957 -2.5988 1.2514 -0.032 0.104 -0.221
H -0.1413 0.3658 -2.8049 0.312 -0.326 -0.051
C -0.1535 1.5428 -1.0345 -0.762 0.297 -0.036
C 0.8126 -1.6374 1.7552 0.262 0.070 0.951
C -1.1600 0.6875 -0.2642 0.099 -1.142 -0.085
S 2.0075 -0.1820 -1.5239 -0.266 -0.346 -0.207
C -0.4913 -0.9192 1.5081 -0.755 -0.207 -0.695
H -1.3852 1.1886 0.6694 -0.306 0.334 0.265
H -0.4984 0.0256 2.0582 0.115 0.149 0.123
H -0.7756 2.3684 -1.4232 0.214 0.054 -0.160
H 0.1628 -0.8708 -0.4101 -0.139 0.140 -0.041
H 0.5335 1.9921 -0.3307 0.463 0.024 0.133
H 0.9714 -1.8120 2.8286 -0.281 -0.137 -0.025
N -0.7257 -0.6862 0.0737 0.398 0.308 0.224
H -1.3540 -1.4940 1.8761 0.169 -0.054 0.311
```
Forces are in eV/Å.

***

Computed, not measured: C5H7N as an isolated structure, with wB97M-V/def2-TZVPD.

Results
**E**: -249.29169 Ha
**Multiplicity**: 1

```
13
Properties=species:S:1:pos:R:3:forces:R:3
C -1.3554 -1.2561 -0.1324 -0.105 -0.142 -0.010
C 0.1297 0.7996 -0.5764 -0.257 0.285 -0.283
C 1.6073 0.6025 -0.3435 0.141 -0.011 -0.045
H -1.3851 -2.0347 0.6337 0.084 0.052 -0.156
H 0.7805 2.6916 0.2560 0.643 -0.246 -0.037
H -2.1419 -0.5225 0.0813 0.089 -0.245 -0.046
H 1.6349 -1.5399 0.6674 0.022 0.297 -0.045
C 0.8328 1.6218 0.4713 -0.137 0.137 0.238
H -0.3157 1.1750 -1.4900 -0.096 0.042 0.188
H 0.6653 1.3722 1.5176 -0.236 0.170 -0.036
H -1.5346 -1.6881 -1.1220 -0.074 -0.088 0.139
C 1.1945 -0.6866 0.1485 -0.256 -0.228 0.070
N -0.1123 -0.5348 -0.1115 0.181 -0.025 0.021
```
Forces are in eV/Å.

***

Record order is preserved below.
Energy above the lowest of the compared OMol25 structures with the same formula, charge and spin: 28.1 10.0 113.9 kcal/mol
Record order is preserved below.
Kohn-Sham gap: 10.46 6.49 8.56 eV
Record order is preserved below.
Lowest unoccupied orbital energy: -2.99 4.06 0.86 eV